# 1
Below is the ion C5H4N with charge +1 in a non-equilibrium geometry, with properties calculated with ωB97M-V/def2-TZVPD.

Positions of all 10 atoms, in Å:
H 1.93469 1.38793 0.85930
H -2.64128 -0.47032 -0.02478
H -1.80221 -2.12303 0.03690
C -0.53298 -0.45752 0.01157
H 1.93695 1.35165 -0.87480
C 4.14456 -0.85627 -0.02049
C 1.85649 0.67826 0.00664
N 2.91206 -0.20000 0.02542
C -1.72199 -1.04179 0.00721
C 0.57107 0.10632 0.01338

Properties
Net charge: +1
Gap between HOMO and LUMO (alpha / beta): 7.353 / 7.352 eV
HOMO (alpha / beta): -15.36 / -15.36 eV

Löwdin atomic charge list, values in e, 2 entries: number 1, H, carries 0.19; number 2, H, carries 0.12

---

# 2
Below is a cluster of 2 separate species, C5H4N in total in a non-equilibrium geometry, with properties calculated with ωB97M-V/def2-TZVPD.

Positions of all 10 atoms, in Å:
C -1.72772 0.18666 0.67988
C -1.62237 -2.97903 0.11346
C 1.53864 1.84185 -0.34661
H -2.69045 -0.14341 1.01686
C -0.66860 0.78717 0.45616
C 0.48144 1.28903 0.10930
N -1.13806 -1.94440 0.19648
H 2.23547 1.04014 -0.50929
H -2.03796 -3.91876 0.43500
H 2.00315 2.84050 -0.09823

Properties
Net charge: +1
Gap between HOMO and LUMO: 8.748 eV
HOMO: -15.36 eV

Löwdin atomic charge list, values in e, 2 entries: number 1, C, carries 0.25; number 2, C, carries 0.06

---

# 3
Below is an isolated molecule of C5H4N2 in a non-equilibrium geometry, with properties calculated with ωB97M-V/def2-TZVPD.

Positions of all 11 atoms, in Å:
H -1.25759 -1.68134 1.20145
C 2.42453 -0.26188 -0.40918
H 0.20198 2.15278 -0.06875
C -0.93442 -0.76153 0.75007
C 1.34795 0.17759 -0.03929
N -1.60887 -0.28603 -0.28618
C 0.09850 0.16027 1.03315
C -0.07863 1.10710 -0.04698
N -1.15796 0.81763 -0.83389
H 3.37581 -0.68766 -0.62351
H -2.41132 -0.73694 -0.67688

Properties
Gap between HOMO and LUMO: 8.481 eV
HOMO: -7.98 eV

Löwdin atomic charge list, values in e, 2 entries: number 1, H, carries 0.11; number 2, C, carries 0.14

---

# 4
Below is a cluster of 2 separate species, C5H4N2 in total in a non-equilibrium geometry, with properties calculated with ωB97M-V/def2-TZVPD.

Positions of all 11 atoms, in Å:
H -2.48109 0.10423 -0.88704
C 2.88040 -1.54980 0.79786
C 0.63865 -0.43655 0.10732
C -0.54434 -0.93001 -0.49300
N 0.39021 0.82535 0.51732
H 0.89910 1.41348 1.17695
H -0.50152 2.34765 -0.61872
C 1.82774 -0.98496 0.46240
H -0.66496 -1.94439 -0.83612
C -1.47023 0.06529 -0.50312
N -0.97397 1.08971 0.27616

Properties
Gap between HOMO and LUMO (alpha / beta): 6.716 / 6.741 eV
HOMO (alpha / beta): -8.75 / -8.75 eV

Löwdin atomic charge list, values in e, 2 entries: number 1, H, carries 0.12; number 2, C, carries -0.03

---

# 5
Below is an isolated molecule of C5H4N2O in a non-equilibrium geometry, with properties calculated with ωB97M-V/def2-TZVPD.

Positions of all 12 atoms, in Å:
H 0.18111 -2.30368 -1.30223
H 2.20894 0.44313 1.36976
N -1.16924 -1.01974 -0.50539
C -1.07226 1.27003 0.59788
H -2.59602 0.42178 -0.54604
H -1.20611 2.23405 0.96316
C 1.16821 0.37670 0.77491
C 0.11849 -1.24656 -1.01336
C 1.40090 -0.63206 -0.46470
N 0.18845 1.10322 1.05527
C -1.67849 0.21191 -0.02670
O 2.45602 -0.85877 -0.90257

Properties
SMILES: O=c1cnccnc1
Gap between HOMO and LUMO: 8.090 eV
HOMO: -9.17 eV

Löwdin atomic charge list, values in e, 2 entries: number 1, H, carries 0.10; number 2, H, carries 0.15

---

# 6
Below is an isolated molecule of C5H4N2O in a non-equilibrium geometry, with properties calculated with ωB97M-V/def2-TZVPD.

Positions of all 12 atoms, in Å:
H 3.29159 -0.32032 -2.02698
C -0.40921 0.32653 0.04511
C -3.40734 1.06133 2.10447
N 0.28320 -1.67535 -0.72745
C -2.47361 0.82518 1.38565
C 0.59871 -0.45731 -0.65385
H 1.84188 0.92499 -0.45662
O 2.78073 -0.64478 -1.23840
N 1.67392 0.25617 -1.19085
H -4.10207 0.97451 2.93003
H 1.22414 -2.08246 -0.82962
C -1.30195 0.81152 0.65851

Properties
SMILES: [H]/N=C(/C#CC#C)NO
Gap between HOMO and LUMO: 9.748 eV
HOMO: -9.49 eV

Löwdin atomic charge list, values in e, 2 entries: number 1, H, carries 0.13; number 2, C, carries 0.06

---

# 7
Below is an isolated molecule of C5H4N2O in a non-equilibrium geometry, with properties calculated with ωB97M-V/def2-TZVPD.

Positions of all 12 atoms, in Å:
H 0.15401 -1.42740 0.43058
C 1.04875 1.82647 -0.04026
H -2.15556 -0.80421 0.94369
C 0.76970 -0.56768 0.18674
N 3.35382 -0.90243 -0.14571
C 0.18462 0.62067 0.16292
O -1.17564 0.86618 0.02492
H -1.32392 -1.22096 -0.85378
C 2.19792 -0.67251 0.05211
N 1.71801 2.78918 -0.02174
C -1.88779 -0.40388 -0.15133
H -2.88392 -0.10342 -0.58814

Properties
SMILES: CO/C(C#N)=C/C#N
Gap between HOMO and LUMO: 9.873 eV
HOMO: -10.35 eV

Löwdin atomic charge list, values in e, 2 entries: number 1, H, carries 0.10; number 2, C, carries -0.11

---

# 8
Below is an isolated molecule of C5H4N2O in a non-equilibrium geometry, with properties calculated with ωB97M-V/def2-TZVPD.

Positions of all 12 atoms, in Å:
H -3.13389 -0.39022 -0.18358
C -0.00223 0.45525 0.14333
C -1.33246 0.79231 0.02762
N -1.27799 -1.46089 -0.01810
H -1.64841 1.82068 0.14965
C 1.41396 0.80891 -0.06505
O 1.17874 -1.47298 0.03413
C 2.09993 -0.33630 -0.06486
N -0.07171 -0.85165 0.24984
H 1.82733 1.78790 0.09628
C -2.07705 -0.38092 -0.12011
H 3.02377 -0.77210 -0.24915

Properties
SMILES: c1cc2ccon2n1
Gap between HOMO and LUMO: 9.595 eV
HOMO: -8.71 eV

Löwdin atomic charge list, values in e, 2 entries: number 1, H, carries 0.09; number 2, C, carries -0.24

---

# 9
Below is an isolated molecule of C5H4N2O in a non-equilibrium geometry, with properties calculated with ωB97M-V/def2-TZVPD.

Positions of all 12 atoms, in Å:
N 1.39400 -0.15502 -1.24208
C -0.38708 0.50336 0.74128
H 0.29976 -1.48968 -2.26712
H -2.12643 -0.05672 2.01146
H -0.84225 1.02470 2.91664
C 0.31124 -0.77706 -1.34922
C 0.93805 1.12846 0.71964
C -0.77445 -0.56421 -0.31104
N 1.79700 0.74114 -0.30711
H 1.36392 1.61021 1.54231
O -1.75896 -1.23138 -0.41238
C -1.24781 0.48607 1.85602

Properties
SMILES: C=C1C=NN=CC1=O
Gap between HOMO and LUMO: 7.257 eV
HOMO: -9.01 eV

Löwdin atomic charge list, values in e, 2 entries: number 1, N, carries -0.03; number 2, C, carries -0.18

---

# 10
Below is a structure of composition C5H4N2O in a non-equilibrium geometry, with properties calculated with ωB97M-V/def2-TZVPD.

Positions of all 12 atoms, in Å:
C 0.19837 -1.61373 0.12845
N 1.52280 -1.38193 -0.34709
N 1.13211 0.92467 -0.54015
C -0.61146 -0.52367 0.03662
H -1.43454 1.32142 1.85309
C -1.42020 1.32272 0.46794
C -0.07432 0.69935 -0.18197
H -2.17435 2.24172 0.09098
H 2.97540 0.06294 -0.98139
C 1.92800 -0.29738 -0.71201
O -1.88417 -0.20336 0.18750
H -0.15763 -2.55275 -0.00197

Properties
Gap between HOMO and LUMO: 9.449 eV
HOMO: -9.36 eV

Löwdin atomic charge list, values in e, 2 entries: number 1, C, carries 0.02; number 2, N, carries 0.07

---

Copy entry 1 word for word.
Below is the ion C5H4N with charge +1 in a non-equilibrium geometry, with properties calculated with ωB97M-V/def2-TZVPD.

Positions of all 10 atoms, in Å:
H 1.93469 1.38793 0.85930
H -2.64128 -0.47032 -0.02478
H -1.80221 -2.12303 0.03690
C -0.53298 -0.45752 0.01157
H 1.93695 1.35165 -0.87480
C 4.14456 -0.85627 -0.02049
C 1.85649 0.67826 0.00664
N 2.91206 -0.20000 0.02542
C -1.72199 -1.04179 0.00721
C 0.57107 0.10632 0.01338

Properties
Net charge: +1
Gap between HOMO and LUMO (alpha / beta): 7.353 / 7.352 eV
HOMO (alpha / beta): -15.36 / -15.36 eV

Löwdin atomic charge list, values in e, 2 entries: number 1, H, carries 0.19; number 2, H, carries 0.12

---

> Which formula does entry 5 have?

C5H4N2O